(1)
This record from the Open Molecules 2025 dataset describes a 3-piece molecular cluster, C3H13NO2S overall at a distorted geometry. The level of theory is ωB97M-V/def2-TZVPD.

XYZ file:
```
20
Properties=species:S:1:pos:R:3:forces:R:3:nbo_charge:R:1
N 1.172808 -0.599948 -0.628691 0.5 -1.2 -1.4 -0.8744
C 0.245035 -0.812303 0.450991 -0.4 -1.4 2.8 -0.2307
C -1.099635 -0.057946 0.295242 0.0 1.9 0.6 -0.4179
C -2.498354 -0.737691 0.668607 3.0 1.8 1.4 -0.4836
S -3.596507 0.651253 1.353386 0.1 -2.1 -1.1 -0.0703
H 1.451423 -1.424160 -1.233385 -0.8 1.4 1.4 0.3733
H 1.997419 -0.081420 -0.384501 0.1 0.1 0.1 0.3838
H 0.060883 -1.906297 0.694386 0.1 0.9 -0.7 0.1800
H 0.638081 -0.454992 1.467392 0.1 -0.4 -1.5 0.1898
H -1.068496 0.788099 1.082529 0.3 -0.7 -1.7 0.1950
H -0.929496 0.359434 -0.759852 -1.3 -0.4 1.5 0.2014
H -2.246506 -1.434331 1.500073 -0.6 0.3 -0.7 0.2096
H -2.783078 -1.203643 -0.221273 -1.4 -0.9 -1.0 0.2121
H -4.691577 -0.161189 1.273220 0.3 0.7 0.2 0.1313
O -0.171058 2.750553 -1.779887 -1.5 2.6 1.1 -0.9390
H -0.856331 3.367323 -1.312426 1.9 -1.9 -1.3 0.4707
H -0.517335 1.870961 -1.697777 -0.3 -0.6 0.1 0.4683
O 4.954782 0.019484 -0.502038 0.6 -0.3 1.8 -0.9363
H 4.590762 -0.853948 -0.682374 0.0 0.0 -0.1 0.4656
H 5.347183 -0.079244 0.416378 -0.7 0.2 -1.7 0.4714
```
Forces are in eV/Å.

Results
E_LUMO: 0.61 eV
SMILES: NCCCS.O.O
HOMO energy: -9.292 eV
multiplicity: 1
frontier orbital gap: 9.90 eV
energy: -725.45485 Eh

***

(2)
This record from the Open Molecules 2025 dataset describes C3H6Br2NO2P as an isolated structure at a distorted geometry. The level of theory is ωB97M-V/def2-TZVPD.

XYZ file:
```
15
Properties=species:S:1:pos:R:3:forces:R:3:nbo_charge:R:1
C -0.501284 -1.099145 0.742209 -0.5 1.1 0.8 0.7990
C -1.526356 -0.009033 0.437650 0.5 -2.4 -3.1 -0.3061
C -0.196691 1.699105 -0.609852 0.7 0.2 -1.7 -0.2958
N -0.923663 0.591983 -0.774430 -1.9 -1.7 1.6 -0.5569
O 0.397734 -0.758366 1.494661 -0.7 -1.5 -0.2 -0.6311
O -0.638671 -2.256641 0.070376 -0.1 0.7 0.1 -0.6822
P 2.524927 -0.028023 0.898468 0.0 -0.4 1.0 0.4313
Br 2.463403 -1.565362 -0.693489 0.2 -0.4 -0.6 -0.2839
Br 3.483450 1.592297 -0.098443 1.1 1.3 -0.9 -0.2214
H -1.571617 0.665029 1.218655 -0.1 1.4 1.5 0.2156
H -2.501304 -0.401221 0.187096 -0.3 -0.1 0.1 0.2117
H -0.169851 1.977815 0.421505 0.8 1.0 -0.1 0.1976
H 0.239596 2.001486 -1.582833 0.2 0.6 1.5 0.2091
H 0.224145 -2.674651 -0.074257 0.2 0.0 0.3 0.5121
H -1.303823 0.264723 -1.637318 0.1 0.1 -0.4 0.4010
```
Forces are in eV/Å.

Results
E_LUMO (alpha / beta): 0.41 / -0.64 eV
HOMO energy (alpha / beta): -7.349 / -6.271 eV
multiplicity: 1
frontier orbital gap (alpha / beta): 7.76 / 5.63 eV
energy: -5812.45966 Eh

***

(3)
This record from the Open Molecules 2025 dataset describes a 5-piece molecular cluster, C4H18O4S overall at a distorted geometry. The level of theory is ωB97M-V/def2-TZVPD.

XYZ file:
```
27
Properties=species:S:1:pos:R:3:forces:R:3:nbo_charge:R:1
C 1.861818 -2.140666 -0.234510 0.1 -1.2 0.2 -0.6419
C 0.395315 -1.732223 -0.195062 -0.8 0.5 0.3 -0.4604
C 0.099327 -0.229814 -0.359570 -2.1 0.5 -1.0 -0.5713
S 1.336842 1.078186 -0.326516 -0.3 -0.1 0.2 0.2187
C 1.620830 1.211260 1.440574 -0.4 -0.1 1.2 -0.7767
H 2.119170 -2.760421 -1.095407 -0.4 -0.3 0.0 0.2099
H 2.645815 -1.388349 -0.309368 -0.5 0.6 0.5 0.2248
H 2.000233 -2.752021 0.659236 0.6 0.0 -0.1 0.2231
H -0.158798 -2.004453 0.707249 1.2 0.0 0.6 0.2409
H -0.244832 -2.352260 -0.834579 0.5 0.4 -1.0 0.2075
H -0.770299 0.073617 0.222998 0.6 0.0 1.1 0.2220
H -0.492494 -0.041434 -1.274597 1.0 0.1 0.3 0.2258
H 2.085561 0.311053 1.821802 0.5 -0.1 0.0 0.2196
H 2.168655 2.102658 1.726060 0.7 0.0 -0.6 0.2362
H 0.760267 1.345220 2.108851 -0.6 -0.2 -0.7 0.2084
O 0.277238 -0.219731 -3.229133 0.5 -0.6 -0.2 -0.9167
H 1.136227 -0.607854 -3.011503 0.3 0.4 -0.5 0.4644
H -0.231173 -0.736957 -2.598823 -0.6 0.0 -0.4 0.4577
O -1.703277 2.508352 -0.223694 -0.2 0.7 0.2 -0.9668
H -1.469951 2.285840 -1.126985 0.4 0.0 0.0 0.4861
H -0.886665 2.635747 0.268609 0.2 0.0 -0.4 0.4860
O -0.930186 -2.176920 2.829417 -0.1 -0.1 -0.2 -0.9380
H -1.793204 -2.270288 2.412873 0.0 -0.1 0.1 0.4724
H -1.043281 -1.473298 3.468718 0.0 0.2 0.2 0.4721
O -3.255686 0.526012 0.377913 -2.1 -0.9 -1.0 -0.9670
H -2.571475 0.287578 0.973587 0.9 0.5 0.7 0.4595
H -3.279029 1.467924 0.174482 0.8 -0.2 0.5 0.5039
```
Forces are in eV/Å.

Results
E_LUMO: 0.32 eV
SMILES: CCCSC.O.O.O.O
HOMO energy: -9.024 eV
multiplicity: 1
frontier orbital gap: 9.34 eV
energy: -862.27691 Eh

***

(4)
This record from the Open Molecules 2025 dataset describes C6H9IO4S as an isolated structure at a distorted geometry. The level of theory is ωB97M-V/def2-TZVPD.

XYZ file:
```
21
Properties=species:S:1:pos:R:3:forces:R:3:nbo_charge:R:1
C -0.779391 -1.747564 -0.512124 -1.2 -1.3 -0.5 0.8017
C 0.057372 2.020368 1.218231 0.0 0.3 0.3 -0.3986
C 0.576770 0.613004 1.577261 -0.2 0.1 0.6 -0.5856
C -0.485090 1.961265 -0.196289 0.3 -0.5 -0.1 -0.6664
C 1.342627 0.144480 0.408744 -0.9 -2.2 -1.2 -0.1303
C -1.258331 -3.114291 -1.033115 0.1 0.5 0.0 -0.7049
O -1.558543 -0.835571 -0.327745 -0.4 0.8 0.3 -0.7054
O 1.991549 2.076501 -1.146696 0.1 0.3 0.3 -0.9300
O 0.547267 0.400518 -2.197910 -0.2 -0.3 -0.1 -0.8841
O 0.463348 -1.768934 -0.281498 2.7 2.2 1.2 -0.5791
S 0.895686 1.151309 -1.043142 -0.4 0.5 -0.4 2.1226
I 3.273969 -0.492642 0.464194 -0.1 -0.1 0.1 0.4193
H -0.703997 2.332914 1.932122 0.0 0.0 0.0 0.2391
H 0.887689 2.730468 1.252012 -0.1 0.0 0.1 0.2248
H 1.166998 0.617374 2.495632 0.0 -0.1 -0.1 0.2435
H -0.283305 -0.044389 1.733362 0.1 -0.1 -0.1 0.2993
H -1.342832 1.297982 -0.285674 0.1 0.0 -0.1 0.2960
H -0.673018 2.931679 -0.638144 0.2 0.1 -0.2 0.2568
H -1.548398 -3.714936 -0.172817 0.0 -0.1 0.0 0.2272
H -0.453249 -3.609424 -1.569660 -0.1 -0.1 0.0 0.2252
H -2.117125 -2.950119 -1.676754 -0.1 -0.1 0.0 0.2288
```
Forces are in eV/Å.

Results
E_LUMO (alpha / beta): -1.75 / -1.75 eV
HOMO energy (alpha / beta): -9.572 / -9.572 eV
multiplicity: 1
frontier orbital gap (alpha / beta): 7.83 / 7.83 eV
energy: -1230.77457 Eh

***

(5)
This record from the Open Molecules 2025 dataset describes C34H50BaN11O4PSSi as an isolated structure. The level of theory is ωB97M-V/def2-TZVPD.

XYZ file:
```
103
Properties=species:S:1:pos:R:3:forces:R:3:mulliken_charge:R:1
Ba 1.417203 -0.408743 0.295511 0.1 -0.1 0.2 1.4635
N -0.934889 -1.123888 1.805847 0.0 0.1 0.0 -0.2484
C -1.194554 -2.496279 1.376344 0.0 0.0 0.0 0.5079
C -1.666566 -2.528272 -0.067581 -0.1 0.0 0.0 -1.0885
N -0.680806 -1.990858 -1.007075 0.0 0.1 -0.1 0.7154
C -0.080221 -2.958499 -1.928091 0.0 0.1 0.0 -1.0238
C 1.095352 -3.695128 -1.311087 0.0 0.0 0.0 0.3828
N 2.217273 -2.781018 -1.090637 0.1 -0.1 0.0 -0.2139
H -0.518699 -1.120237 2.730804 0.0 0.0 0.0 0.2373
H -1.781440 -0.563710 1.833999 0.0 0.0 0.0 0.0987
H -1.936456 -3.015042 1.996791 0.0 0.0 0.0 0.5999
H -0.254362 -3.037745 1.469323 0.0 0.0 0.0 -0.8447
H -2.589472 -1.940937 -0.144300 0.0 0.0 0.0 0.2871
H -1.928938 -3.560222 -0.330997 0.0 0.0 0.0 0.3880
H -1.109428 -1.260905 -1.561733 0.0 0.0 0.0 -0.3287
H 0.276490 -2.399590 -2.796802 0.0 0.0 0.0 0.3519
H -0.824711 -3.686299 -2.281163 0.0 0.0 0.0 0.4400
H 1.354046 -4.541946 -1.958537 0.0 0.0 0.0 0.3834
H 0.805686 -4.106708 -0.341236 0.0 0.0 0.0 -0.6869
H 2.697929 -2.574874 -1.960017 0.0 0.0 0.0 0.2246
H 2.882179 -3.188616 -0.440206 0.0 0.0 0.0 0.1072
O 3.666597 0.675054 -3.475688 0.0 0.0 0.0 -0.7882
S 2.597984 0.997188 -2.567490 0.1 -0.3 0.2 1.2941
O 1.498733 0.017091 -2.540501 -0.2 0.0 -0.2 -0.5339
O 3.020476 1.279432 -1.188535 0.0 0.1 0.0 -0.6703
C 1.873560 2.510426 -3.174561 0.0 0.0 0.0 -0.0536
C 2.628727 3.242166 -4.081217 0.0 0.0 0.0 -0.6709
C 2.148215 4.441226 -4.582068 0.0 0.0 0.0 -0.6970
C 0.907992 4.905404 -4.177650 0.0 0.0 0.0 -0.7775
C 0.152641 4.170138 -3.276635 0.0 -0.1 0.0 -0.3388
C 0.615432 2.959795 -2.758931 0.0 0.1 -0.1 -0.2325
P -0.387538 2.009532 -1.545712 0.0 -0.1 0.1 1.5371
C -1.542242 1.082588 -2.624003 -0.1 0.0 0.1 0.8097
C -1.354440 0.891109 -3.986446 0.0 0.0 0.0 -0.8231
C -2.235491 0.098298 -4.714517 0.0 0.0 0.0 -0.6222
C -3.311966 -0.512351 -4.091331 0.0 0.0 0.0 -1.0321
C -3.503597 -0.337679 -2.724528 0.0 0.0 0.0 -0.2923
C -2.622625 0.449267 -1.997986 0.0 0.0 0.0 -1.2438
C -1.503650 3.303506 -0.879951 0.0 0.0 0.0 0.0147
C -2.694043 3.722438 -1.474699 0.0 0.0 0.0 0.1043
C -3.480314 4.692866 -0.871347 0.0 0.0 0.0 -0.9586
C -3.087251 5.258905 0.334778 0.0 0.0 0.0 -0.6491
C -1.904784 4.851402 0.933001 0.0 0.0 0.0 -0.6697
C -1.122271 3.874663 0.331789 0.0 0.0 0.0 -0.8334
H 3.589024 2.851767 -4.386777 0.0 0.0 0.0 0.5647
H 2.744476 5.008173 -5.285206 0.0 0.0 0.0 0.3845
H 0.521008 5.841733 -4.559236 0.0 0.0 0.0 0.4416
H -0.809599 4.553194 -2.968040 0.0 0.0 0.0 0.3320
H -0.506836 1.349638 -4.479522 0.0 0.0 0.0 0.4335
H -2.072642 -0.045163 -5.774986 0.0 0.0 0.0 0.4109
H -3.989962 -1.134255 -4.661466 0.0 0.0 0.0 0.3951
H -4.324391 -0.837980 -2.222454 0.0 0.0 0.0 0.4877
H -2.744868 0.554497 -0.921493 0.0 0.0 0.0 1.3475
H -3.003296 3.289845 -2.419736 0.0 0.0 0.0 0.5412
H -4.401148 5.015394 -1.343617 0.0 0.0 0.0 0.4504
H -3.707170 6.009229 0.808585 0.0 0.0 0.0 0.3753
H -1.595621 5.285247 1.875592 0.0 0.0 0.0 0.4365
H -0.210515 3.532279 0.809363 0.0 0.0 0.0 0.3829
C 4.190688 1.322872 2.560771 0.0 0.1 0.0 -1.1425
C 4.397318 -0.162607 2.538550 0.1 -0.3 0.0 0.6395
C 5.648348 -0.698226 2.787598 -0.1 0.1 0.0 -0.7069
C 5.774515 -2.083531 2.715746 0.0 -0.1 0.0 -0.8842
C 4.684409 -2.868808 2.446018 0.1 0.0 0.0 -0.4637
C 3.393107 -2.283538 2.266258 0.0 0.2 0.0 0.2089
N 3.316463 -0.910324 2.281977 0.0 0.0 0.0 -0.0896
N 2.259852 -2.960198 2.045218 -0.1 0.0 0.0 0.2618
Si 2.162361 -4.636818 2.394090 -0.1 0.1 0.0 0.1294
C 2.780703 -5.069157 4.121724 0.1 0.0 0.0 -1.1122
C 0.380973 -5.255100 2.375946 0.0 -0.1 0.0 -1.2430
C 3.040008 -5.760377 1.151069 0.0 -0.1 0.0 -1.1087
H 4.424923 1.719866 3.553385 0.0 0.0 0.0 0.3748
H 3.159033 1.555786 2.315184 -0.1 0.1 -0.1 -0.1405
H 4.838982 1.833382 1.847856 0.0 0.0 0.0 0.3355
H 6.493012 -0.057793 3.001726 0.0 0.0 0.0 0.4356
H 6.743123 -2.548363 2.865787 0.0 0.0 0.0 0.3962
H 4.804286 -3.940232 2.371181 0.0 0.0 0.0 0.2574
H 2.263595 -4.459492 4.866422 0.0 0.0 0.0 0.2793
H 3.850765 -4.897129 4.243897 0.0 0.0 0.0 0.3388
H 2.582805 -6.119505 4.350652 0.0 0.0 0.0 0.3448
H -0.258803 -4.729591 3.087481 0.0 0.0 0.0 0.2733
H 0.400784 -6.309993 2.666618 0.0 0.0 0.0 0.4414
H -0.087157 -5.206998 1.390384 0.0 0.0 0.0 0.3168
H 4.103656 -5.549183 1.030173 0.0 0.0 0.0 0.3568
H 2.575971 -5.688543 0.163696 0.0 0.0 0.0 0.2710
H 2.944586 -6.800530 1.477435 0.0 0.0 0.0 0.4458
N -5.622600 1.914812 -1.165401 0.0 0.1 0.0 -0.3306
C -6.049601 2.570650 -0.064055 0.0 0.0 -0.1 0.5500
N -7.168007 3.325709 -0.187130 0.0 0.0 0.0 -0.4304
N -5.472132 2.525726 1.108972 0.1 0.0 0.0 -0.7293
C -4.345778 1.844681 1.203222 -0.1 0.0 0.0 0.4066
N -3.367382 1.238435 1.338708 0.0 0.0 0.1 -0.5217
H -5.960234 2.203075 -2.068349 0.0 0.0 0.0 0.3127
H -4.684394 1.539654 -1.158827 0.0 0.0 0.0 -0.1710
H -7.807807 3.143509 -0.939857 0.0 0.0 0.0 0.2218
H -7.561435 3.659277 0.676554 0.0 0.0 0.0 0.2747
N -1.134587 1.858715 3.359252 0.0 0.0 0.0 -0.2132
C 0.204772 1.879063 3.140745 0.0 -0.1 0.1 0.5261
N 0.988365 2.223854 4.209497 0.0 0.0 0.0 -0.5398
O 0.695798 1.602810 2.048047 0.0 0.1 0.0 0.1055
H -1.525468 2.312843 4.165317 0.0 0.0 0.0 0.2206
H -1.740894 1.730032 2.557935 0.0 0.0 0.0 0.0772
H 0.621706 2.101154 5.137863 0.0 0.0 0.0 0.2272
H 1.967145 2.013581 4.094729 0.0 0.0 0.0 0.1879
```
Forces are in eV/Å.

Results
E_LUMO: -0.01 eV
HOMO energy: -6.438 eV
multiplicity: 1
frontier orbital gap: 6.43 eV
energy: -3283.72175 Eh

***

(6)
This record from the Open Molecules 2025 dataset describes H8LiO4 as an isolated structure at a distorted geometry. The level of theory is ωB97M-V/def2-TZVPD.

XYZ file:
```
13
Properties=species:S:1:pos:R:3:forces:R:3:nbo_charge:R:1
Li 0.081765 0.065769 0.047495 -0.3 -0.3 -0.3 0.9164
O 1.258970 -0.700631 1.452198 -0.4 0.9 1.3 -0.9878
H 1.285186 -0.399663 2.392017 -0.2 -0.2 -1.0 0.5033
H 1.934052 -1.369299 1.447685 0.5 -0.7 -0.4 0.5065
O -1.432062 1.117516 0.927440 1.2 -1.0 2.2 -0.9897
H -1.854758 1.813470 0.457116 -0.7 1.1 -0.3 0.5024
H -1.415499 1.332041 1.908107 -0.3 -0.1 -2.0 0.5096
O -0.930614 -1.568498 -1.046909 -0.9 -1.3 0.9 -0.9909
H -1.439272 -2.335670 -0.622319 1.1 1.7 -1.0 0.5072
H -1.123020 -1.617369 -1.995065 0.1 -0.1 0.3 0.5003
O 1.040896 0.957316 -1.550162 3.5 -2.3 5.2 -0.9966
H 1.940161 1.302190 -1.192325 -2.5 -0.4 -1.7 0.5210
H 0.654194 1.402828 -2.225278 -1.0 2.6 -3.2 0.4982
```
Forces are in eV/Å.

Results
E_LUMO: -3.42 eV
net charge: +1
HOMO energy: -15.839 eV
multiplicity: 1
frontier orbital gap: 12.42 eV
energy: -313.15146 Eh

***

Energy above the lowest of the compared OMol25 structures with the same formula, charge and spin list, top to bottom, in kJ/mol: 174.7, 72.8, 5.4, 120.1, 68.0, 53.0
Molar mass list, top to bottom, in g mol⁻¹: 127.2, 278.9, 162.3, 304.1, 905.3, 79.0